{"formula": "C11H16ClGaO2Tb", "method": "ωB97M-V/def2-TZVPD", "species": ["Tb", "Cl", "C", "C", "H", "H", "H", "H", "H", "H", "Ga", "C", "C", "H", "H", "H", "H", "H", "O", "C", "O", "C", "C", "C", "C", "C", "C", "H", "H", "H", "H", "H"], "coordinates": [[0.92402, -1.68570, -3.38751], [1.76290, -3.70133, -2.26939], [2.01277, 0.23674, -4.01733], [-0.78875, -1.59114, -4.90527], [1.73252, 0.71849, -4.96299], [2.05044, 1.06398, -3.29755], [3.06012, -0.05715, -4.16621], [-0.79151, -0.85945, -5.72811], [-1.80589, -1.53629, -4.49547], [-0.73778, -2.56977, -5.41541], [-1.32462, 0.21106, -0.87799], [-2.21782, -1.52630, -0.48735], [-2.06664, 1.88339, -1.56573], [-3.24835, -1.35853, -0.86911], [-1.81000, -2.46263, -0.91700], [-2.26258, -1.63379, 0.61986], [-2.95857, 1.96821, -2.22517], [-1.54633, 2.85325, -1.58834], [-1.51115, 0.53271, 1.37148], [-0.24779, 0.35786, 1.48164], [0.47002, 0.03813, 0.42749], [0.35842, 0.58596, 2.84267], [1.61430, 0.01833, 3.13848], [2.16044, 0.19922, 4.40285], [1.48830, 0.96486, 5.37481], [0.27161, 1.58154, 5.04444], [-0.28285, 1.40779, 3.77458], [2.11851, -0.54859, 2.39098], [3.12694, -0.25710, 4.65893], [1.91203, 1.08404, 6.37514], [-0.24990, 2.19214, 5.78185], [-1.21280, 1.89008, 3.49070]], "atomic_forces_ev_per_a": [[-1.25, 1.80, 0.27], [0.53, -1.13, 0.43], [0.81, 0.58, -0.18], [-0.65, -0.38, -0.83], [-0.24, -0.22, -0.03], [-0.06, -0.13, 0.18], [0.39, 0.00, -0.01], [0.27, 0.04, 0.25], [0.05, -0.07, 0.19], [-0.11, -0.16, -0.07], [-0.50, 0.77, 0.17], [-0.35, -0.44, 0.00], [0.20, -0.31, 0.08], [0.44, -0.37, 0.21], [-0.24, 0.51, 0.10], [0.03, 0.07, -0.81], [0.70, -0.60, 0.22], [0.11, -0.52, 0.15], [2.36, 0.04, 0.23], [-1.36, 0.15, -1.73], [-1.46, 0.80, 1.82], [0.96, -0.18, -0.34], [-0.98, 0.70, 0.74], [0.14, 0.14, 0.59], [-0.23, -0.07, -0.56], [0.35, -0.21, -0.03], [0.21, -0.38, 0.03], [0.24, -0.34, -0.45], [-0.46, 0.20, -0.16], [-0.11, -0.03, -0.35], [0.16, -0.11, -0.18], [0.07, -0.16, 0.06]], "multiplicity": 7, "e_above_lowest_ev": 2.630, "total_charge": -1, "largest_force_ha_per_bohr": 0.04789}